Record 1
ORCA calculation (the ωB97M-V functional and the def2-TZVPD basis) on C24H25N8OPtSSe as an isolated structure at a distorted geometry.

HOMO-LUMO gap: 6.669 eV
Largest force on an atom: 0.0231 Eh/bohr
Energy relative to the best compared isomer or geometry (same formula, charge and spin): 0.0 kJ/mol
Total charge: +3

Last column: Mulliken charge in e.
Cartesian coordinates (Å):
Pt 0.460 0.046 -0.308  1.2845
C -1.739 2.272 5.085  -1.0473
C -2.515 1.502 4.030  -0.3648
N -1.678 0.466 3.388  -0.1705
C -1.044 0.624 2.243  0.6365
S 0.138 -0.661 1.859  -0.4525
N -1.261 1.665 1.475  -1.1280
N -0.559 1.697 0.316  0.5111
C -0.603 2.746 -0.444  1.0770
C -1.328 3.982 -0.049  -1.8177
C 0.085 2.612 -1.743  0.6659
C 0.145 3.620 -2.686  -0.9331
C 0.840 3.401 -3.872  -0.5518
C 1.464 2.183 -4.081  -0.8855
C 1.360 1.208 -3.102  -0.0089
N 0.684 1.418 -1.968  -0.3113
H -2.406 2.975 5.582  0.3602
H -0.918 2.835 4.640  0.3001
H -1.335 1.604 5.846  0.3329
H -2.875 2.154 3.239  0.2397
H -3.369 0.986 4.464  0.3800
H -1.443 -0.342 3.949  0.2345
H -1.416 4.041 1.032  0.3956
H -2.338 3.974 -0.469  0.3579
H -0.818 4.866 -0.424  0.5129
H -0.341 4.568 -2.504  0.4749
H 0.893 4.181 -4.620  0.4839
H 2.014 1.978 -4.988  0.4792
H 1.817 0.234 -3.227  0.5390
Se -2.130 -6.976 -1.307  0.4366
N -2.911 -5.391 -1.211  -0.8077
C -1.958 -4.501 -1.084  0.8980
C -2.210 -3.070 -0.994  0.1498
C -3.480 -2.490 -1.072  -0.5730
C -3.598 -1.116 -1.029  -1.1175
C -2.465 -0.330 -0.879  0.1353
N -1.254 -0.883 -0.774  -0.0852
C -1.110 -2.235 -0.841  -0.5411
C 0.241 -2.750 -0.810  0.6346
N 1.233 -1.831 -0.702  0.1585
C 2.506 -2.217 -0.746  -0.1449
C 2.847 -3.560 -0.872  -0.9128
C 1.854 -4.512 -0.957  -0.6180
C 0.514 -4.106 -0.937  0.0686
C -0.619 -5.011 -1.059  0.9269
N -0.497 -6.310 -1.167  -0.8090
H -4.348 -3.129 -1.181  0.6126
H -4.562 -0.632 -1.107  0.4888
H -2.526 0.747 -0.859  0.4643
H 3.256 -1.442 -0.675  0.5640
H 3.892 -3.837 -0.903  0.4873
H 2.086 -5.566 -1.054  0.6079
C 4.604 0.916 1.159  -1.2361
C 3.127 0.783 1.419  -0.3013
O 2.405 0.749 0.111  -0.2074
H 5.132 0.787 2.104  0.3999
H 4.865 1.901 0.770  0.4155
H 4.964 0.154 0.468  0.3136
H 2.724 1.617 1.991  0.3918
H 2.866 -0.146 1.915  0.3532
H 2.638 1.551 -0.378  0.2525

Record 2
ORCA calculation (the ωB97M-V functional and the def2-TZVPD basis) on a 2-piece molecular cluster, C24H26BF3NO3 overall at a distorted geometry.

HOMO-LUMO gap: 4.213 eV
Largest force on an atom: 0.0597 Eh/bohr
Energy relative to the best compared isomer or geometry (same formula, charge and spin): 30.2 kJ/mol
Total charge: +1

Last column: Mulliken charge in e.
Cartesian coordinates (Å):
C -0.274 -1.343 5.809  -1.2419
C 0.702 -1.303 4.746  0.4783
C 2.071 -1.263 4.656  -0.8595
C 2.377 -1.109 3.263  -1.1075
C 1.183 -1.058 2.578  0.3397
B 0.631 -0.578 1.148  0.1879
O -0.428 -1.476 0.755  -0.2430
C -1.717 -0.970 1.169  -0.5174
C -1.655 0.558 1.148  -0.4849
N -0.205 0.893 1.342  0.3487
C 0.021 1.666 2.583  -1.1486
C 0.424 1.683 0.230  -0.2262
C 1.864 1.194 0.271  -0.5721
O 1.777 -0.254 0.343  -0.2602
O 0.169 -1.214 3.496  -0.3686
H 0.232 -1.480 6.766  0.3615
H -0.855 -0.408 5.848  0.2448
H -0.986 -2.163 5.647  0.2829
H 2.782 -1.329 5.472  0.4613
H 3.373 -1.032 2.825  0.5638
H -2.476 -1.350 0.465  0.5603
H -1.982 -1.330 2.177  0.4215
H -1.984 0.934 0.167  0.1018
H -2.262 0.991 1.952  0.4261
H -0.309 2.698 2.396  0.3576
H -0.571 1.247 3.402  0.3579
H 1.091 1.669 2.833  0.3676
H -0.057 1.437 -0.731  -0.2585
H 0.318 2.758 0.409  0.5166
H 2.423 1.482 -0.632  0.5328
H 2.373 1.605 1.165  0.4447
F -4.212 2.980 -2.165  -0.2468
C -4.560 1.712 -2.574  0.7522
F -5.532 1.269 -1.726  -0.2618
F -5.127 1.843 -3.816  -0.2453
C -3.350 0.823 -2.588  0.5902
C -3.362 -0.455 -2.021  -0.6620
C -2.159 -1.121 -1.865  -1.0152
C -0.913 -0.519 -2.222  0.6388
C 0.295 -1.102 -1.755  -0.7553
C 1.558 -0.827 -2.360  1.6876
C 2.476 -1.900 -2.530  -0.7507
C 3.628 -1.726 -3.292  -0.7627
C 3.954 -0.461 -3.811  -0.4014
C 3.131 0.638 -3.530  -1.2370
C 1.951 0.462 -2.810  -0.1535
C -1.014 0.618 -3.086  -0.5928
C -2.194 1.337 -3.166  -1.2306
H -4.295 -0.902 -1.682  0.4991
H -2.134 -2.138 -1.467  0.6602
H 0.181 -2.077 -1.295  0.4974
H 2.232 -2.864 -2.084  0.4420
H 4.262 -2.589 -3.508  0.4200
H 4.833 -0.333 -4.447  0.4276
H 3.383 1.633 -3.906  0.4210
H 1.333 1.342 -2.583  0.7754
H -0.183 0.905 -3.731  0.9347
H -2.229 2.298 -3.677  0.5018

Record 3
ORCA calculation (the ωB97M-V functional and the def2-TZVPD basis) on C24H26BIrN6OS4 as an isolated structure.

HOMO-LUMO gap (spin up / spin down): 6.083 / 5.506 eV
Expectation value of S²: 0.782
Largest force on an atom: 0.0140 Eh/bohr
Energy relative to the best compared isomer or geometry (same formula, charge and spin): 23.3 kJ/mol
Total charge: +1
Spin multiplicity: 2

Last column: Mulliken charge in e.
Cartesian coordinates (Å):
Ir -0.166 0.276 0.350  1.7574
C -2.120 -0.032 3.240  -0.3249
C -1.124 0.939 2.721  0.0494
N 0.124 0.420 2.283  0.3368
N 1.169 1.166 2.722  -0.7311
C 2.192 1.221 1.941  0.3198
S 2.082 0.617 0.325  -0.2657
S 3.693 1.921 2.523  -0.0708
C 3.956 3.237 1.259  -0.6483
C 4.104 4.573 1.925  0.2404
C 5.365 5.088 2.200  -0.3886
C 5.500 6.314 2.835  -0.6094
C 4.373 7.035 3.200  -0.4424
C 3.110 6.525 2.931  -0.5673
C 2.977 5.300 2.299  -0.0706
C -1.327 2.293 2.654  0.7169
C -2.186 3.009 3.554  -1.1172
C -2.246 4.356 3.495  -0.7130
C -1.505 5.066 2.492  -0.3963
C -0.755 4.438 1.556  -0.9972
C -0.698 3.007 1.545  1.2558
O -0.243 2.401 0.532  -0.9860
H -1.918 -0.242 4.296  0.4321
H -3.135 0.340 3.137  0.4739
H -2.019 -0.973 2.705  -0.5580
H 4.839 2.981 0.677  0.4837
H 3.089 3.215 0.600  0.2951
H 6.247 4.529 1.911  0.3813
H 6.486 6.707 3.043  0.3773
H 4.478 7.993 3.693  0.3825
H 2.228 7.084 3.216  0.4027
H 1.990 4.895 2.101  0.3000
H -2.704 2.464 4.332  0.4726
H -2.831 4.911 4.214  0.4246
H -1.571 6.147 2.470  0.4473
H -0.246 4.979 0.771  0.5917
C 0.492 -3.135 2.884  -0.8215
N -0.828 -3.134 2.266  0.3182
C -1.970 -3.595 2.870  -0.3259
C -2.978 -3.407 1.986  -0.8143
N -2.456 -2.854 0.842  0.4010
B -3.440 -2.654 -0.390  0.3439
N -2.728 -1.980 -1.596  0.0264
C -2.483 -2.604 -2.795  -0.4324
C -1.937 -1.700 -3.641  -0.4510
N -1.847 -0.516 -2.946  0.3573
C -1.298 0.730 -3.460  -0.7421
C -2.329 -0.715 -1.705  -0.4460
S -2.343 0.508 -0.471  -0.4386
C -1.146 -2.687 1.025  -0.3507
S 0.056 -1.994 -0.029  -0.4387
H 0.389 -2.860 3.931  0.3782
H 1.120 -2.408 2.379  0.2400
H 0.942 -4.123 2.806  0.3170
H -1.963 -4.010 3.863  0.4880
H -4.025 -3.639 2.061  0.4971
H -4.348 -1.970 -0.004  -0.0659
H -3.780 -3.747 -0.751  -0.1583
H -2.734 -3.638 -2.944  0.5039
H -1.620 -1.784 -4.664  0.4475
H -1.024 0.577 -4.499  0.3145
H -0.415 1.021 -2.893  0.2636
H -2.039 1.523 -3.392  0.3343

Record 4
ORCA calculation (the ωB97M-V functional and the def2-TZVPD basis) on C24H26BN6S2Tc as an isolated structure.

HOMO-LUMO gap (spin up / spin down): 4.443 / 4.896 eV
Expectation value of S²: 0.834
Largest force on an atom: 0.0158 Eh/bohr
Total charge: +3
Spin multiplicity: 2

Last column: Mulliken charge in e.
Cartesian coordinates (Å):
Tc 0.947 -2.005 -1.826  0.7689
B 1.458 -5.215 -2.501  0.0514
N 2.580 -4.160 -2.893  -0.3420
C 3.776 -4.411 -3.361  0.0356
C 4.568 -3.225 -3.338  -0.9138
C 3.764 -2.274 -2.817  -0.4283
N 2.515 -2.831 -2.540  0.2799
N 0.061 -4.596 -2.853  -0.2502
C -1.010 -5.241 -3.262  0.0126
C -2.152 -4.415 -3.135  -0.9063
C -1.690 -3.256 -2.604  -0.4550
N -0.320 -3.347 -2.427  0.1391
H 1.519 -5.377 -1.315  -0.0686
H 1.628 -6.183 -3.168  -0.0166
H 4.033 -5.409 -3.686  0.4962
H 5.584 -3.124 -3.678  0.4264
H 3.937 -1.225 -2.641  0.4965
H -0.924 -6.260 -3.609  0.4810
H -3.164 -4.660 -3.409  0.4258
H -2.216 -2.345 -2.367  0.4955
S 1.139 -1.814 0.388  0.0000
C 0.816 -0.118 0.746  0.4211
N 0.549 0.301 1.932  0.1313
C 0.311 1.748 2.158  -0.6272
C 1.198 2.558 1.255  -0.7920
N 1.044 2.104 -0.148  0.1924
C 1.102 3.190 -1.187  -1.2633
C -0.066 4.114 -0.998  0.7359
C -1.359 3.664 -1.260  -0.2319
C -2.434 4.519 -1.085  -0.7641
C -2.219 5.823 -0.652  -0.4855
C -0.933 6.275 -0.395  -0.6393
C 0.148 5.419 -0.564  -0.2921
C 0.871 0.855 -0.392  0.7690
S 0.714 0.219 -2.036  0.1544
C 0.356 -0.587 3.131  -0.9941
C -0.966 -0.280 3.771  0.4894
C -1.004 0.318 5.026  -0.3445
C -2.228 0.601 5.618  -0.7139
C -3.406 0.296 4.951  -0.4611
C -3.368 -0.303 3.696  -0.7271
C -2.150 -0.594 3.106  -0.1009
H 0.528 1.952 3.205  0.5498
H -0.752 1.937 1.990  0.3844
H 2.259 2.475 1.503  0.3492
H 0.903 3.605 1.283  0.4457
H 1.124 2.709 -2.161  0.5769
H 2.054 3.697 -1.018  0.3947
H -1.530 2.659 -1.633  0.3706
H -3.438 4.181 -1.303  0.4363
H -3.060 6.492 -0.527  0.4216
H -0.767 7.294 -0.076  0.4243
H 1.154 5.780 -0.384  0.4402
H 1.191 -0.362 3.796  0.4021
H 0.444 -1.616 2.790  0.4985
H -0.085 0.540 5.557  0.4425
H -2.260 1.050 6.601  0.4184
H -4.358 0.511 5.415  0.4221
H -4.290 -0.557 3.192  0.4211
H -2.127 -1.093 2.141  0.4166